1.
45
Properties=species:S:1:pos:R:3:forces:R:3 method="wB97M-V/def2-TZVPD" relative_energy_ev=2.7878 gap_ev="10.55 / 5.52" s_squared=0.7560 largest_force_ev_per_a=6.5 e_homo_ev="-10.6 / -10.6" e_lumo_ev="-0.03 / -5.05" multiplicity=2 total_energy_ha=-1089.499039
O 0.574 1.850 1.144 1.2 -1.3 0.4
C 0.244 0.653 1.165 0.9 2.9 -2.3
O -0.864 0.277 1.567 -1.2 -1.5 1.5
C 0.937 -0.393 0.300 1.8 -0.7 -2.8
C 1.925 -1.286 1.165 -2.6 0.1 -1.4
C 0.924 -2.012 2.149 0.9 -1.4 0.9
C 2.672 -2.145 0.086 -0.6 -4.0 3.9
N 1.692 0.244 -0.899 -1.2 -2.1 2.9
H 0.153 -0.999 -0.224 0.6 0.1 0.9
H 2.641 -0.747 1.777 -0.1 0.7 -0.3
H 1.547 -2.188 3.047 -0.8 0.7 0.2
H 0.863 -3.096 1.870 -0.8 1.0 -0.4
H -0.125 -1.515 2.452 2.8 -1.3 -0.9
H 2.206 -3.183 0.128 -0.1 1.2 -0.3
H 3.652 -2.493 0.441 0.2 0.9 -0.2
H 2.652 -1.930 -0.921 0.1 1.2 -1.8
H 1.222 1.071 -1.145 -0.5 1.5 -0.5
H 2.573 0.442 -0.484 1.0 0.9 -0.1
H -2.831 0.764 -2.381 0.2 -0.5 0.9
H -2.516 2.208 -2.603 1.4 5.3 3.0
O -2.704 1.457 -3.008 -1.2 -4.6 -4.5
H -1.416 1.688 3.046 1.0 0.3 1.4
H -0.068 2.053 2.643 0.9 0.8 -0.1
O -0.502 1.771 3.455 -2.8 1.0 -1.1
H -0.853 -3.859 -1.893 1.6 -0.7 0.3
H 0.014 -3.434 -2.928 1.0 -0.1 0.2
O 0.103 -4.012 -2.148 -2.4 -0.1 -0.2
H -1.165 4.317 0.416 2.1 -0.7 -1.4
H 0.251 3.642 0.603 -0.6 0.3 -0.8
O -0.363 3.943 -0.104 -1.7 0.8 1.9
H -2.620 -0.679 -0.564 -0.6 -2.2 0.9
H -1.826 0.511 0.185 -1.4 -1.3 -1.4
O -2.271 0.169 -0.646 1.4 2.9 0.2
H -0.081 -0.789 -2.956 -0.1 1.6 -1.2
H 1.101 -1.470 -2.261 -0.6 0.2 -0.2
O 0.168 -1.572 -2.516 0.4 -1.5 1.2
H -0.589 1.011 -3.882 -0.4 -0.9 -0.9
H 0.798 1.042 -3.809 2.3 0.7 0.5
O 0.177 0.493 -4.236 -2.2 0.7 0.3
H 0.601 0.537 4.967 -0.3 -0.5 0.4
H -0.374 0.172 3.984 -0.7 0.3 -1.0
O -0.025 -0.181 4.777 1.4 -1.0 1.8
H -3.354 2.109 -1.056 0.7 1.6 1.8
H -2.098 2.695 -0.248 -0.8 0.1 -0.5
O -3.044 2.865 -0.453 -0.1 -1.3 -0.9



2.
46
Properties=species:S:1:pos:R:3:forces:R:3 method="wB97M-V/def2-TZVPD" relative_energy_ev=0.1068 gap_ev=9.14 charge=-1 largest_force_ev_per_a=1.6 e_homo_ev=-6.4 e_lumo_ev=2.77 multiplicity=1 total_energy_ha=-1165.072212
N 0.840 0.113 1.662 -1.0 -0.6 -0.1
C 0.296 1.362 2.266 -0.2 0.1 0.3
C -0.913 1.768 1.442 -0.1 0.0 -0.9
C -0.663 1.041 0.110 -0.9 0.4 0.7
C -0.128 -0.303 0.541 1.4 0.6 0.3
C 0.660 -1.061 -0.567 -1.2 -0.1 0.5
O 0.409 -0.666 -1.741 0.6 -0.3 -0.2
O 1.369 -2.021 -0.204 -0.1 0.5 -0.3
H 0.694 -0.609 2.366 0.5 0.2 0.0
H -0.012 1.189 3.302 0.3 0.1 0.1
H 1.055 2.148 2.253 0.1 -0.1 0.0
H -1.016 2.835 1.243 0.2 0.1 0.3
H -1.864 1.421 1.842 0.0 -0.1 0.2
H 0.102 1.577 -0.442 -0.1 0.0 -0.2
H -1.599 1.086 -0.443 0.1 -0.5 -0.2
H -0.867 -0.970 0.988 -0.3 0.1 -0.3
H -3.478 -0.930 2.059 0.3 -0.4 -0.4
H -3.689 -0.773 0.466 0.1 -0.5 0.6
O -3.807 -0.375 1.346 -0.3 0.9 0.1
H 0.477 -3.754 1.258 0.2 0.3 0.1
H 0.965 -2.361 1.628 -0.1 -0.9 -0.3
O 0.565 -3.169 2.024 -0.2 0.2 0.4
H -0.474 2.934 -2.593 -0.9 -0.3 0.2
H -1.119 1.564 -2.309 0.0 0.2 0.0
O -1.337 2.448 -2.637 0.8 0.1 -0.3
H -2.767 -1.734 -1.500 -0.5 0.2 -0.3
H -3.889 -2.741 -1.226 0.0 0.2 0.1
O -3.587 -1.858 -0.983 0.3 -0.3 -0.1
H 3.871 1.962 -0.106 -0.3 -0.6 0.2
H 3.943 0.528 0.608 -0.7 0.0 0.0
O 4.429 1.245 0.209 1.2 0.5 0.0
H -1.679 -0.531 -3.575 -0.4 -0.6 0.3
H -1.007 -1.437 -2.592 0.1 0.1 -0.2
O -1.832 -1.386 -3.124 0.6 0.5 -0.1
H -1.471 -2.652 2.722 0.3 0.1 0.1
H -1.448 -1.740 3.952 0.2 0.0 0.1
O -2.034 -2.106 3.292 -0.4 -0.1 -0.3
H 1.946 1.022 -0.746 0.1 0.0 0.5
H 1.810 0.906 -2.196 -0.1 -0.2 -0.3
O 2.237 1.474 -1.542 0.1 0.1 -0.3
H 3.416 -2.567 -0.231 -0.6 -0.1 0.1
H 3.507 -1.495 -1.282 -0.2 0.0 0.0
O 4.030 -2.169 -0.841 1.0 0.1 -0.2
H 1.531 3.050 -1.721 -0.4 0.4 0.3
H 1.458 3.870 -2.930 -0.1 0.5 -0.2
O 1.069 3.866 -2.048 0.6 -0.7 -0.2



3.
46
Properties=species:S:1:pos:R:3:forces:R:3 method="wB97M-V/def2-TZVPD" relative_energy_ev=4.1744 gap_ev=9.39 charge=+1 largest_force_ev_per_a=3.6 e_homo_ev=-12.2 e_lumo_ev=-2.78 multiplicity=1 total_energy_ha=-1069.491299
O -2.833 -0.711 -2.926 0.4 0.2 0.0
C -1.946 0.099 -3.048 -1.1 -1.3 0.3
C -0.823 0.288 -2.055 2.1 0.5 0.1
C -1.426 0.728 -0.645 0.4 -0.3 -3.3
C -0.434 1.472 0.169 -1.3 -0.4 0.1
C -0.056 2.689 -0.134 2.4 1.9 1.8
N 0.241 0.605 1.156 2.0 1.0 0.4
N 0.249 -0.720 -1.882 -1.0 0.8 0.9
H -1.978 0.802 -3.894 0.2 0.1 -0.1
H -0.226 1.077 -2.563 -0.6 0.5 0.8
H -2.289 1.254 -1.027 -0.3 1.0 0.8
H -1.829 -0.175 -0.257 -0.1 -0.9 0.8
H 0.692 3.211 0.540 -0.8 -0.9 -0.7
H -0.277 3.337 -0.979 -0.8 -0.7 0.1
H 1.093 0.331 0.558 -0.6 -1.2 1.6
H -0.278 -0.135 1.638 -0.5 -1.1 -1.9
H 0.592 0.907 2.104 0.4 1.7 -1.2
H 0.024 -1.377 -1.146 -0.2 -0.5 -0.5
H 0.462 -1.161 -2.753 0.2 -0.5 -0.2
H -1.814 -2.062 1.501 0.7 0.0 -0.9
H -0.727 -2.170 2.424 0.8 -0.1 -0.2
O -0.834 -1.933 1.484 -1.7 -0.2 1.4
H 3.089 3.328 -0.050 -0.6 -0.6 0.4
H 4.192 2.715 -0.680 0.3 -0.9 0.1
O 3.406 2.415 -0.185 0.4 1.6 -0.4
H -2.223 -3.597 -1.807 -1.1 0.9 0.0
H -0.906 -4.008 -1.650 0.6 1.3 0.1
O -1.453 -3.246 -1.351 0.1 -1.6 -1.1
H -3.829 1.518 2.417 0.2 -0.1 -0.3
H -2.558 0.897 1.674 -1.2 0.4 0.6
O -2.920 1.215 2.533 0.5 -0.6 -0.8
H 2.442 0.923 3.976 -0.7 -1.2 -0.3
H 1.114 0.106 4.063 -0.2 0.3 0.5
O 1.993 0.089 3.682 0.7 1.0 -0.2
H 0.213 -3.982 0.519 -0.5 0.3 -0.4
H -0.737 -4.845 -0.438 0.1 0.4 1.0
O -0.078 -4.857 0.259 0.7 -1.4 0.5
H 2.763 -0.404 -0.679 -0.1 -0.4 0.6
H 3.357 -0.941 0.674 -0.5 0.3 -0.2
O 2.526 -0.708 0.223 0.4 0.2 -0.6
H 2.645 1.993 -3.349 0.6 -0.4 -0.2
H 3.090 1.730 -1.954 0.3 -0.2 -0.2
O 3.368 1.544 -2.871 -1.1 0.5 0.2
H -0.631 2.655 3.968 -0.2 -0.4 -0.3
H -1.382 1.690 2.943 0.2 0.8 1.0
O -0.514 1.921 3.347 0.3 -0.1 0.0



4.
44
Properties=species:S:1:pos:R:3:forces:R:3 method="wB97M-V/def2-TZVPD" relative_energy_ev=2.3424 gap_ev=9.58 charge=+1 largest_force_ev_per_a=3.5 e_homo_ev=-12.2 e_lumo_ev=-2.62 multiplicity=1 total_energy_ha=-919.084947
C 1.029 2.310 0.148 -1.4 -0.3 1.6
N -0.028 2.392 -0.888 0.0 -1.4 0.3
C -1.411 2.444 -0.393 0.1 1.0 2.0
C -2.294 1.161 -0.171 1.4 0.6 -1.7
C -3.735 1.617 -0.178 -0.5 -1.5 0.9
O -1.921 0.220 -1.198 -0.7 0.6 -0.1
C 0.893 1.138 1.259 -0.9 2.4 -2.5
N 1.241 -0.127 0.551 -0.4 1.3 1.2
H 0.926 3.220 0.785 0.5 -0.3 -0.8
H 2.005 2.235 -0.329 0.0 0.3 0.0
H 0.012 1.565 -1.471 0.4 0.1 -0.5
H -1.274 2.823 0.649 -0.5 0.2 -0.6
H -1.971 3.243 -0.928 0.3 -0.8 0.1
H -1.972 0.619 0.697 -0.3 0.3 1.2
H -3.885 2.241 0.714 0.0 0.5 -0.6
H -3.984 2.055 -1.151 -0.1 0.2 0.5
H -4.428 0.774 0.061 0.5 0.3 -0.6
H -2.450 -0.589 -1.101 0.2 -0.1 -0.1
H -0.136 1.196 1.574 0.0 -0.6 0.0
H 1.493 1.463 2.074 1.0 -0.7 0.6
H 1.373 -0.960 1.143 -0.2 -0.1 0.1
H 2.094 0.162 0.088 0.7 -0.9 -0.7
H 0.500 -0.246 -0.135 0.0 -0.6 -0.3
H 4.022 -0.442 2.734 -0.5 0.5 0.1
H 4.391 -0.882 1.411 -0.3 0.1 -0.5
O 3.746 -0.285 1.818 0.8 -0.6 0.4
H 0.681 -2.648 -1.559 0.0 0.4 -0.4
H 2.021 -2.670 -2.296 0.0 0.3 -0.1
O 1.468 -3.179 -1.704 0.1 -0.7 0.8
H -0.609 -1.753 -3.019 -0.6 0.7 -0.1
H -0.569 -0.254 -2.321 -0.7 -1.2 -0.5
O -0.131 -1.111 -2.488 1.3 0.3 0.4
H -1.577 -0.618 2.795 0.0 -0.4 -0.3
H -0.473 -0.032 3.548 0.5 -0.2 0.0
O -0.609 -0.638 2.806 -0.8 0.3 0.6
H -2.381 -3.199 -0.671 -0.1 -0.2 0.0
H -3.599 -2.922 -1.593 0.0 -0.2 0.1
O -2.781 -2.549 -1.253 0.1 0.4 0.0
H 1.552 -3.090 0.778 0.4 -0.1 -0.1
H 0.649 -3.398 1.934 0.3 0.4 0.3
O 1.401 -2.829 1.699 -0.5 -0.3 -0.5
H 4.258 0.432 -0.976 0.1 0.9 -0.7
H 3.053 0.852 -2.052 1.0 0.5 -0.1
O 3.412 0.259 -1.391 -1.1 -1.3 0.8



5.
45
Properties=species:S:1:pos:R:3:forces:R:3 method="wB97M-V/def2-TZVPD" relative_energy_ev=4.1893 gap_ev=9.99 charge=+1 largest_force_ev_per_a=5.7 e_homo_ev=-12.5 e_lumo_ev=-2.47 multiplicity=1 total_energy_ha=-994.288081
N -0.775 0.206 -1.022 1.1 -2.3 0.8
C -1.245 -0.831 0.039 0.8 0.7 0.9
C -2.600 -0.546 0.542 -4.4 -0.8 0.7
C -0.296 -0.779 1.276 4.1 1.6 -1.6
N -0.075 -1.830 2.127 -2.4 1.6 -0.5
C 0.850 -1.743 3.240 4.1 1.3 -3.7
C -1.094 -2.841 2.065 -0.1 -2.3 2.3
O 0.508 0.184 1.209 -0.9 -1.0 0.7
H -0.697 1.196 -0.733 -1.2 0.3 0.5
H -1.290 0.103 -1.943 0.9 0.2 1.9
H 0.266 0.052 -1.175 -1.8 -0.4 -0.3
H -1.137 -1.796 -0.423 -0.1 -0.4 -0.4
H -3.473 -0.868 -0.152 1.6 0.7 0.8
H -2.783 0.484 0.843 0.4 0.2 -0.5
H -2.878 -1.054 1.537 0.7 0.6 -1.7
H 1.793 -2.260 2.812 -1.1 0.7 1.2
H 0.638 -2.137 4.144 -1.7 -2.0 2.5
H 1.213 -0.731 3.521 -0.6 -0.2 -1.0
H -1.064 -3.540 2.977 -0.3 1.6 -0.8
H -0.893 -3.598 1.347 0.3 -0.4 -1.4
H -2.085 -2.431 1.894 0.3 -0.5 0.4
H 3.020 2.068 -2.822 1.4 3.0 -0.7
H 2.255 1.152 -2.188 0.6 -1.3 0.3
O 2.981 1.149 -2.841 -1.6 -1.7 0.6
H 2.825 -2.814 -0.775 1.0 -2.9 0.8
H 3.733 -1.541 -1.346 -1.4 -1.6 0.8
O 2.864 -1.951 -1.060 0.3 4.6 -1.7
H -0.455 0.810 -3.654 1.7 1.9 1.7
H 0.911 1.601 -3.090 -2.7 -0.7 -0.5
O -0.093 1.460 -2.938 1.0 0.0 -2.6
H -1.839 2.455 -2.034 1.2 1.0 -0.5
H -3.010 3.059 -1.148 0.9 -1.1 -0.9
O -2.634 2.252 -1.582 -2.5 0.0 1.2
H -2.042 1.308 3.654 1.5 -1.5 -1.1
H -0.811 0.341 3.732 0.8 -0.2 0.9
O -1.437 0.687 3.120 -2.5 2.0 0.5
H 3.046 2.825 0.171 -0.8 -0.4 -0.6
H 1.945 1.804 0.429 -0.6 -1.3 1.4
O 2.281 2.362 -0.244 1.5 1.3 -0.6
H 1.414 -1.431 -2.335 1.3 -1.2 1.4
H 1.463 -0.958 -3.749 -0.4 0.1 0.4
O 0.898 -0.960 -2.953 -0.6 0.5 -1.9
H -0.503 3.297 0.497 0.6 -0.6 -1.3
H 0.634 2.838 -0.553 -0.4 0.7 0.6
O -0.332 2.948 -0.417 -0.1 0.3 0.9



6.
11
Properties=species:S:1:pos:R:3:forces:R:3 method="wB97M-V/def2-TZVPD" relative_energy_ev=2.3272 gap_ev="6.23 / 6.23" largest_force_ev_per_a=5.2 e_homo_ev="-9.4 / -9.4" e_lumo_ev="-3.19 / -3.19" multiplicity=1 total_energy_ha=-5449.103312
C -0.625 1.059 1.653 -0.2 1.3 1.1
C 1.599 -0.984 -0.784 2.3 -3.3 0.1
C -0.472 -0.124 1.037 1.8 -1.4 -4.7
C 0.709 0.070 -1.006 1.2 2.2 1.7
C -0.650 -0.137 -0.513 -2.0 1.2 0.6
N -0.848 2.054 2.173 -0.1 1.2 0.8
N 2.294 -1.925 -0.616 -1.7 2.5 -0.4
Br -1.659 -1.669 -1.113 0.4 -0.5 -0.1
Br -1.751 1.435 -1.042 0.4 -0.3 0.0
H 0.147 -0.895 1.450 0.0 -0.5 0.3
H 1.256 1.117 -1.239 -2.0 -2.4 0.6



7.
9
Properties=species:S:1:pos:R:3:forces:R:3 method="wB97M-V/def2-TZVPD" relative_energy_ev=2.8838 gap_ev=9.28 largest_force_ev_per_a=2.9 e_homo_ev=-9.6 e_lumo_ev=-0.35 multiplicity=1 total_energy_ha=-706.476300
C -1.998 1.135 -0.126 1.6 1.6 1.2
C -1.354 2.281 0.032 -1.7 -2.3 -0.4
C -0.421 0.781 0.007 2.3 -0.8 -0.8
C -0.483 -0.601 -0.072 -2.0 0.1 1.8
C -2.605 -0.147 0.029 0.8 -0.3 -0.8
N -1.760 -1.144 0.056 -0.9 1.7 -0.6
Cl -4.269 -0.351 0.015 -1.0 0.0 0.1
H 0.560 1.322 0.041 -1.2 -0.6 -0.1
H 0.112 -1.451 0.175 2.0 0.6 -0.4



8.
12
Properties=species:S:1:pos:R:3:forces:R:3 method="wB97M-V/def2-TZVPD" relative_energy_ev=0.0000 gap_ev=10.51 smiles="N#C[C@@]1(F)C=CC(F)(F)S1" largest_force_ev_per_a=1.2 e_homo_ev=-10.5 e_lumo_ev=0.05 multiplicity=1 total_energy_ha=-944.235236
C 0.077 1.121 1.945 -0.3 0.0 -0.1
C -0.032 0.924 -0.487 -0.1 -0.2 -0.1
C 0.415 -0.067 -1.233 -0.1 -0.1 0.2
C -0.664 0.558 0.828 0.1 -1.1 -0.5
C 0.242 -1.451 -0.680 -0.3 0.2 0.5
N 0.690 1.546 2.808 0.4 0.3 0.6
F -1.968 0.980 0.865 0.0 0.2 0.1
F -0.484 -2.231 -1.510 -0.2 0.0 -0.2
F 1.425 -2.088 -0.540 0.2 0.0 0.0
S -0.586 -1.289 0.953 0.1 0.4 -0.3
H -0.001 1.968 -0.753 0.0 0.1 0.0
H 0.885 0.030 -2.197 0.1 0.1 -0.2